Entry 1:
106
Properties=species:S:1:pos:R:3:forces:R:3 method="wB97M-V/def2-TZVPD" energy_ha=-4875.26686 charge=+3 max_force_ev_per_a=0.8 e_homo_ev=-15.2 mol_weight_g_mol=1018.7
W -0.0780 1.3227 0.0636 0.325 0.558 0.520
C 0.3829 3.6316 -3.4064 0.000 -0.136 0.077
C -0.8613 3.7440 -2.5056 0.157 0.075 0.015
C -0.5974 4.3376 -1.1315 -0.105 -0.138 -0.049
N -0.0442 3.4499 -0.0743 0.353 -0.101 0.023
C 0.4957 4.0924 0.9736 0.040 0.019 -0.133
C 0.5011 5.5022 1.1101 0.010 0.095 0.042
C 1.1819 6.3124 1.9883 -0.071 -0.022 -0.082
C 2.1227 5.9766 2.9645 0.075 -0.040 0.074
C 2.4525 4.7092 3.3785 0.005 0.064 -0.003
C 1.8734 3.4993 2.9915 -0.064 -0.002 -0.052
C 0.9279 3.2177 2.0185 0.262 -0.072 0.225
N 0.3981 1.9430 1.8933 -0.300 -0.162 -0.274
C 0.2651 1.1494 3.1314 -0.026 0.024 -0.011
C -1.1661 0.7566 3.4538 0.045 0.008 -0.041
C -1.7196 -0.3954 2.6374 -0.004 0.036 0.038
N -1.8677 -0.0079 1.2235 -0.079 -0.116 -0.127
C -1.5149 -1.1601 -0.9864 0.056 0.059 0.077
C -2.1189 -2.3505 -0.9520 -0.022 -0.127 0.062
C -2.8512 -3.0280 -2.0130 0.026 -0.056 0.023
C -3.6525 -2.4324 -2.8925 -0.020 0.098 -0.026
C -3.9057 -0.9678 -2.9924 -0.002 -0.009 0.083
C -2.7417 0.0521 -2.8485 -0.119 -0.003 -0.056
C -1.4502 -0.2442 -2.1393 -0.027 0.083 -0.108
N -0.3821 0.4756 -2.2468 0.058 0.062 0.071
C -0.1180 1.1156 -3.5688 0.181 -0.012 -0.116
C 0.9360 2.2092 -3.6098 -0.094 0.128 0.031
H 1.1836 4.2562 -3.0021 -0.022 0.053 -0.039
H 0.1476 4.0562 -4.3817 -0.051 -0.051 -0.016
H -1.3849 2.8005 -2.4070 -0.071 -0.011 -0.071
H -1.5778 4.4157 -2.9803 0.030 0.057 0.023
H -1.5131 4.7849 -0.7363 -0.039 -0.056 0.002
H 0.1237 5.1407 -1.2860 -0.033 0.037 0.026
H -0.1273 6.0429 0.4195 -0.004 -0.008 0.008
H 0.9951 7.3726 1.8636 0.003 -0.002 0.005
H 2.6278 6.8001 3.4541 -0.007 -0.001 -0.005
H 3.2160 4.6338 4.1433 -0.003 -0.008 -0.003
H 2.2433 2.6377 3.5321 0.006 0.003 0.010
H 0.6128 1.7544 3.9628 0.004 0.033 0.002
H 0.9045 0.2732 3.0787 0.081 -0.067 0.019
H -1.8225 1.6250 3.3611 -0.005 0.003 0.012
H -1.1923 0.4500 4.5014 -0.007 -0.002 0.000
H -2.7054 -0.6249 3.0158 -0.004 -0.022 -0.007
H -1.1041 -1.2882 2.7268 -0.010 -0.009 -0.028
H -2.0932 -2.9005 -0.0192 0.008 -0.009 -0.008
H -2.8093 -4.1105 -1.9907 0.014 0.011 0.017
H -4.2139 -3.0642 -3.5710 0.017 0.000 -0.002
H -4.3834 -0.7804 -3.9514 -0.012 0.023 -0.003
H -2.5819 0.5947 -3.7700 0.013 0.029 0.015
H -1.0279 1.5104 -4.0152 -0.030 -0.047 0.000
H 0.2083 0.2874 -4.2010 0.001 -0.017 0.010
H 1.4033 2.1591 -4.5948 0.001 0.001 -0.003
H 1.7212 2.0103 -2.8884 -0.128 -0.043 -0.116
C 4.2304 -0.0740 2.1945 0.026 0.005 0.012
O 2.8801 -0.2263 1.7478 -0.067 0.028 0.007
C 2.2971 -1.4375 1.8632 0.024 0.106 0.007
C 2.8872 -2.5176 2.5091 0.004 -0.100 0.032
C 2.2322 -3.7358 2.6072 0.014 0.065 -0.017
C 0.9710 -3.8887 2.0541 -0.018 0.002 -0.021
C 0.3813 -2.8201 1.4049 -0.001 -0.063 0.046
C 1.0127 -1.5825 1.3083 -0.050 -0.097 -0.118
N 0.3924 -0.5216 0.5645 0.171 -0.085 0.478
N -0.9366 -0.5625 0.2172 -0.219 -0.189 -0.217
C -3.1226 0.1278 0.5419 0.065 -0.094 0.139
C -2.9612 0.9898 -0.4810 0.013 0.025 -0.249
O -1.8929 1.7895 -0.4823 -0.037 0.209 0.046
C -3.6507 0.8777 -1.7976 0.065 0.044 0.006
C -4.7332 -0.2134 -1.8700 0.037 -0.077 0.005
C -5.0266 -0.9605 -0.5953 0.071 0.014 -0.055
C -6.1034 -1.8354 -0.6193 -0.011 -0.012 -0.024
C -6.4180 -2.6301 0.4700 0.005 0.007 0.008
C -5.6371 -2.5441 1.6098 -0.016 -0.013 -0.015
C -4.5710 -1.6600 1.6585 0.012 0.023 0.000
C -4.2421 -0.8463 0.5690 -0.063 -0.051 0.013
H 4.8894 -0.7884 1.6999 -0.007 -0.023 -0.001
H 4.3015 -0.1912 3.2767 -0.001 -0.005 -0.010
H 4.5196 0.9352 1.9147 -0.018 0.011 0.009
H 3.8683 -2.4096 2.9473 -0.005 0.012 -0.001
H 2.7127 -4.5604 3.1157 -0.002 0.006 0.000
H 0.4464 -4.8318 2.1179 0.018 0.002 0.010
H -0.5906 -2.9567 0.9677 -0.049 0.025 -0.005
H -3.9276 1.8556 -2.1877 -0.018 -0.009 -0.018
H -5.6707 0.1570 -2.2783 -0.013 0.013 0.016
H -6.7060 -1.8961 -1.5187 0.000 -0.009 0.012
H -7.2645 -3.3020 0.4302 0.009 0.003 0.002
H -5.8654 -3.1498 2.4762 0.003 0.006 -0.002
H -4.0284 -1.6206 2.5870 -0.011 0.007 -0.004
C 4.5012 1.6716 -3.1015 0.042 -0.045 -0.065
N 3.8509 0.4507 -2.6353 0.026 -0.036 -0.006
C 2.9873 0.3353 -1.6238 0.009 -0.022 0.178
Se 2.4622 1.7592 -0.5068 -0.491 0.096 -0.258
N 2.6026 -0.9400 -1.5270 0.100 -0.179 -0.148
C 3.2386 -1.7009 -2.5092 -0.067 0.122 0.078
C 3.1847 -3.0495 -2.8300 -0.015 -0.114 0.006
C 3.9727 -3.4609 -3.8877 -0.017 0.008 0.021
C 4.7813 -2.5618 -4.6006 -0.001 0.049 0.019
C 4.8306 -1.2194 -4.2779 0.057 -0.008 -0.073
C 4.0382 -0.8121 -3.2134 0.008 0.166 0.006
H 4.1458 2.5150 -2.5178 -0.002 0.001 0.007
H 4.2570 1.8297 -4.1507 0.010 -0.019 0.002
H 5.5795 1.5803 -2.9886 0.003 -0.014 0.017
H 1.9683 -1.2826 -0.8237 0.001 0.004 -0.009
H 2.5692 -3.7481 -2.2787 0.006 0.012 -0.001
H 3.9711 -4.5039 -4.1730 0.002 0.008 0.000
H 5.3830 -2.9302 -5.4198 -0.005 -0.004 0.004
H 5.4582 -0.5286 -4.8247 -0.005 -0.019 0.000


Entry 2:
106
Properties=species:S:1:pos:R:3:forces:R:3 method="wB97M-V/def2-TZVPD" energy_ha=-3150.89179 charge=+1 max_force_ev_per_a=2.9 e_homo_ev=-10.0 mol_weight_g_mol=1096.0
Pb 10.5515 13.1661 11.9902 0.251 -1.189 0.606
C 10.5146 8.2161 11.7516 -1.633 -0.581 0.501
C 11.0304 8.8540 10.5120 -0.358 1.318 -0.499
N 11.4799 8.1279 9.5202 -0.395 0.031 1.569
C 12.0540 8.7412 8.4929 1.293 1.121 -1.706
C 12.1741 10.1217 8.3081 -0.850 -0.739 0.500
C 12.9486 10.6788 7.1625 1.539 0.696 -0.682
O 12.1233 11.3792 6.2151 0.099 0.017 -0.440
C 11.4875 10.9641 9.2530 0.303 0.306 0.610
C 11.3023 12.3791 8.9799 -1.442 0.125 0.470
N 10.5055 13.1975 9.6758 0.825 -2.397 -0.113
C 9.9322 14.4327 9.4256 0.457 1.421 0.357
C 10.5733 15.4026 8.6491 -0.218 1.142 -0.264
C 10.1262 16.7355 8.5894 0.366 -0.877 0.405
C 9.1377 17.1591 9.4418 -0.904 -0.791 1.645
C 8.4887 16.2513 10.3325 1.122 -1.771 -1.048
C 8.8473 14.8620 10.2942 -0.280 0.598 -1.354
I 7.4659 13.2377 11.0594 1.147 1.552 -0.392
C 10.9632 10.3282 10.4061 -0.670 -0.388 1.087
O 10.3738 10.9426 11.4083 0.810 0.379 -0.584
H 9.8664 8.8532 12.3884 0.321 -0.121 -0.825
H 11.2958 7.9295 12.4212 0.942 -0.241 0.287
H 9.9518 7.2806 11.5355 0.434 0.617 -0.102
H 12.5183 8.0380 7.7880 -0.167 0.565 0.004
H 13.5013 9.8566 6.6788 -0.316 0.154 0.066
H 13.7519 11.4074 7.4977 -0.787 -0.767 0.079
H 12.6393 11.6354 5.4166 -0.370 -0.438 0.993
H 11.7517 12.6591 8.0427 -0.162 0.591 -0.473
H 11.5177 15.2440 8.1354 -0.237 -0.688 0.005
H 10.6560 17.4678 7.9908 -0.042 -0.186 -0.071
H 8.9150 18.2062 9.5366 -0.236 0.226 -0.111
H 7.7521 16.5473 11.0517 -0.359 0.335 0.010
C 16.0422 8.5403 15.9262 -1.432 1.040 -1.864
C 14.6723 8.2768 15.9031 0.048 0.877 -0.095
C 13.8048 9.1752 15.2664 0.144 0.562 -0.051
C 14.3009 10.3628 14.6684 -0.318 -0.340 1.102
C 15.6812 10.5764 14.6332 -0.464 -0.981 0.018
C 16.5294 9.6180 15.1810 0.020 0.674 0.574
P 13.0918 11.6811 14.2404 -1.225 0.119 0.228
C 13.8770 12.3349 12.7436 -0.272 0.747 -0.104
C 14.5166 11.3926 11.9324 0.393 1.734 -1.035
C 15.3047 11.8052 10.8522 -0.667 -0.098 0.810
C 15.4523 13.1718 10.5933 -0.680 -0.196 -0.175
C 14.6554 14.1016 11.2584 -0.030 -0.459 0.448
C 13.8342 13.6932 12.3453 1.171 0.446 -0.690
C 13.3416 13.0817 15.4398 -0.095 0.578 0.413
C 12.2808 13.6524 16.2550 2.209 -0.824 -0.621
C 12.6156 14.6989 17.1144 0.145 0.243 -0.249
C 13.9239 15.1126 17.2908 0.481 -0.686 -0.214
C 14.9516 14.4962 16.5570 0.673 0.925 0.766
C 14.6482 13.5912 15.5709 0.088 -0.552 -0.864
H 16.7099 7.8785 16.3657 1.069 -1.071 0.900
H 14.2706 7.4381 16.4423 -0.094 -0.283 -0.002
H 12.7212 8.9976 15.2762 0.477 0.072 0.011
H 16.0512 11.4504 14.1247 0.340 0.017 0.029
H 17.5885 9.8193 15.1442 0.213 -0.170 -0.011
H 14.4548 10.3682 12.1746 -0.027 -0.994 0.179
H 15.7570 11.0011 10.2895 0.411 0.324 -0.259
H 16.1216 13.5342 9.8358 0.204 -0.071 -0.296
H 14.7589 15.1542 10.9646 -0.252 -0.421 0.336
H 13.3902 14.5335 12.9051 -0.081 -0.866 0.118
H 10.3073 13.5317 15.6817 0.475 0.036 0.281
H 11.8515 15.2261 17.6675 -0.260 -0.235 0.055
H 14.1118 15.8637 18.0449 0.280 0.064 -0.069
H 16.0241 14.6974 16.7562 -0.896 0.256 -0.184
H 15.4714 13.2943 14.8625 -1.031 0.047 0.997
C 9.2828 11.5155 16.6437 0.511 -0.838 -0.273
C 10.4700 12.2286 17.2935 -0.202 0.505 0.790
C 11.5835 11.3107 17.8210 -1.379 -0.149 -0.301
C 9.9504 13.0723 18.4927 1.029 -0.052 0.505
N 11.0206 13.0807 16.2540 -1.397 -0.081 -1.327
H 8.7786 10.8467 17.3752 0.198 0.438 -0.592
H 9.6326 10.9317 15.7459 -0.368 0.420 0.895
H 8.5950 12.2935 16.2915 -0.168 -0.241 0.088
H 11.2078 10.5782 18.5230 -0.343 -0.297 0.031
H 12.2696 11.8868 18.3798 1.044 0.736 0.422
H 12.0848 10.8139 17.0147 0.324 -0.351 -0.448
H 9.4022 12.4768 19.2070 -0.170 -0.489 0.229
H 9.2884 13.8967 18.2443 0.035 0.162 -0.481
H 10.8291 13.4654 19.0545 -0.605 -0.013 -0.398
C 8.7182 18.3121 17.2309 0.394 -0.510 -0.359
N 8.4456 17.7243 15.8564 -1.559 0.158 0.451
N 9.4969 17.4233 15.0027 0.546 -0.769 0.414
C 9.4396 16.0658 14.6060 -0.673 0.341 0.627
O 10.3328 15.4686 14.0138 0.051 -0.139 -0.605
C 8.1357 15.5983 15.0599 -0.297 0.913 0.966
C 7.5747 16.6300 15.8129 2.148 -1.118 -1.613
C 6.2806 16.5945 16.4707 -1.863 -0.252 0.584
C 10.3438 18.4542 14.5338 0.161 1.056 -0.549
C 9.9311 19.8223 14.6094 -0.564 -1.714 0.618
C 10.8669 20.8068 14.3804 0.208 0.347 -0.277
C 12.1602 20.5122 13.9414 0.241 -0.050 -0.164
C 12.4960 19.1824 13.7139 -0.784 -0.395 0.097
C 11.5902 18.1473 13.9652 -0.669 0.387 1.042
H 9.5090 19.0621 17.1815 -0.142 -0.047 -0.410
H 9.0967 17.5331 17.9417 -0.601 0.442 -0.563
H 7.8123 18.8281 17.5964 0.399 -0.555 -0.215
H 7.7270 14.5698 14.9734 0.359 1.060 -0.207
H 5.4924 16.1200 15.8041 0.973 0.919 0.543
H 5.9553 17.5899 16.8314 0.026 -0.641 -0.308
H 6.2979 15.9014 17.3176 0.126 0.231 0.180
H 8.8709 20.0132 14.8914 1.088 0.125 -0.108
H 10.5942 21.8378 14.5425 -0.112 0.140 -0.106
H 12.8876 21.3170 13.7399 -0.501 -0.529 0.247
H 13.4568 18.8600 13.3807 0.630 0.249 -0.307
H 11.8124 17.0969 13.8657 0.408 0.070 -0.129